#P
Computed, not measured: a structure of composition C3H4N2O2, with ωB97M-V/def2-TZVPD.

XYZ file:
```
11
Properties=species:S:1:pos:R:3:nbo_charge:R:1
C 0.067 1.096 -0.169 0.055
C -1.159 0.916 0.212 -0.398
C -1.514 -0.435 -0.122 0.713
H 1.737 -1.116 1.495 0.343
H 2.555 -0.763 -0.346 0.387
H 0.735 2.043 -0.622 0.258
H -1.826 1.652 0.120 0.235
N 1.727 -0.815 0.200 -0.679
N 0.662 -0.309 -0.440 -0.025
O -2.606 -0.975 0.024 -0.551
O -0.377 -1.293 -0.353 -0.336
```

The value obtained for the HOMO energy is -0.331 hartree. Its LUMO energy is 0.06 eV.



#Q
Computed, not measured: the molecule C3H4N2O2, with ωB97M-V/def2-TZVPD.

XYZ file:
```
11
Properties=species:S:1:pos:R:3:nbo_charge:R:1
N -0.146 -1.263 0.557 -0.867
N -1.111 1.114 0.226 -0.613
C -1.647 0.121 -0.422 0.998
C 0.728 -0.391 0.165 0.517
C 0.317 0.946 -0.071 -0.443
O 2.029 -0.736 -0.054 -0.678
O -2.231 -0.443 -1.239 -0.396
H 2.554 0.067 -0.170 0.485
H 0.211 -2.201 0.689 0.373
H -1.397 1.231 1.196 0.417
H 0.694 1.555 -0.878 0.206
```

The value obtained for the HOMO energy is -0.284 hartree. Its LUMO energy is 0.64 eV.



#R
Computed, not measured: the molecule C3H4N2O2, with ωB97M-V/def2-TZVPD.

XYZ file:
```
11
Properties=species:S:1:pos:R:3:nbo_charge:R:1
O 0.073 0.501 -2.173 -0.716
C -0.331 0.154 -0.912 0.677
N 0.091 -1.187 -0.601 -0.394
C 0.331 -1.222 0.643 0.128
C 0.234 0.114 1.295 -0.346
N -0.276 1.013 0.239 -0.189
O -1.494 0.718 -0.465 -0.363
H -0.342 1.157 -2.737 0.514
H 0.668 -2.098 1.062 0.197
H -0.318 0.348 2.246 0.247
H 1.363 0.502 1.401 0.246
```

The value obtained for the HOMO energy is -0.363 hartree. Its LUMO energy is 0.77 eV. As for the SMILES: O[C@@]12N=CCN1O2.



Most stable: #Q



#P
Computed, not measured: a cluster of 2 separate species, C3H4N2O2 in total, with ωB97M-V/def2-TZVPD.

XYZ file:
```
11
Properties=species:S:1:pos:R:3:nbo_charge:R:1
C -1.398 -0.414 -0.151 -0.437
N 0.008 -0.228 0.201 -0.369
C 1.052 -0.917 -0.458 0.216
N 0.766 -1.534 0.578 -0.188
H -1.563 -1.012 -1.052 0.188
H -1.897 -0.885 0.701 0.217
H -1.828 0.586 -0.281 0.224
H 1.754 -0.858 -1.282 0.235
O 2.047 1.255 0.280 -0.582
C 0.981 1.662 0.580 1.040
O 0.078 2.344 0.884 -0.543
```

The value obtained for the HOMO energy is -0.361 hartree. Its LUMO energy is 0.74 eV. As for the SMILES: CN1C=N1.O=C=O.



#Q
Computed, not measured: a cluster of 2 separate species, C3H4N2O2 in total, with ωB97M-V/def2-TZVPD.

XYZ file:
```
11
Properties=species:S:1:pos:R:3:nbo_charge:R:1
C 1.118 1.456 0.853 -0.295
C 0.343 1.161 -0.176 -0.128
N 0.566 -0.023 -0.959 0.504
O 1.418 -0.805 -0.600 -0.381
O -0.133 -0.162 -1.941 -0.380
H 1.946 0.815 1.109 0.231
H 0.951 2.329 1.459 0.218
H -0.508 1.731 -0.513 0.231
C -1.905 -2.187 0.238 0.086
N -1.951 -1.446 1.100 -0.321
H -1.844 -2.869 -0.569 0.235
```

The value obtained for the HOMO energy is -0.412 hartree. Its LUMO energy is -0.51 eV. As for the SMILES: C=C[N+](=O)[O-].C#N.



Most stable: #P